Record 1
20
Properties=species:S:1:pos:R:3 method="wB97M-V/def2-TZVPD" smiles="CC1(C)S[P@]1(=O)Cl.C#CC" homo_lumo_gap_ev=10.026 e_above_lowest_ev=2.721
C -1.8743 0.0809 -0.9081
C -1.6295 -1.0963 -1.0858
C 0.9675 0.0261 2.1297
C -1.3779 -2.4423 -1.6109
C -0.0982 1.0443 2.5158
C 2.1117 0.4068 1.2374
O -1.0902 -2.1499 2.0116
P 0.2887 -1.6163 1.9338
S 1.5021 -1.2079 3.5743
Cl 1.4840 -2.8471 0.8175
H -2.0281 1.1974 -0.8266
H -2.3642 -2.8725 -1.9188
H -0.8220 -2.9975 -0.9330
H -0.8769 -2.3755 -2.5239
H -0.1415 1.7926 1.6692
H 0.3875 1.4988 3.3331
H -0.9173 0.4653 2.8247
H 1.5843 0.8657 0.4291
H 2.4968 -0.5482 0.8568
H 3.0618 0.9548 1.5930

***

Record 2
13
Properties=species:S:1:pos:R:3 method="wB97M-V/def2-TZVPD" smiles="CC[P@@](=O)([O-])C=O" homo_lumo_gap_ev=8.152 charge=-1 e_above_lowest_ev=1.251
C 3.2897 -0.5320 -0.1306
C -0.6444 -0.1098 -0.8742
C 0.2247 -0.0756 0.3576
O 1.8766 1.6671 -1.0810
O 3.2120 -1.7308 -0.2198
O 2.3353 1.5982 1.4516
P 1.8714 0.8940 0.1859
H 4.3090 0.0683 -0.1195
H -0.9186 0.9106 -1.2411
H -0.3874 -0.6901 -1.8609
H -1.7492 -0.3600 -0.6155
H 0.4528 -1.2145 0.6583
H -0.2267 0.5010 1.1368

***

Record 3
45
Properties=species:S:1:pos:R:3 method="wB97M-V/def2-TZVPD" homo_lumo_gap_ev=6.468 e_above_lowest_ev=3.472
N -5.7843 -2.4754 0.4412
C -4.3717 -2.2260 0.0793
N -3.5444 -3.1672 -0.0753
C -2.3797 -3.0792 -0.3929
N -1.8035 -2.0767 -0.7334
C -2.6844 -0.9281 -0.4098
N -2.3761 0.3397 -0.4525
C -3.4033 1.1612 -0.5010
N -4.5101 0.3840 -0.1807
C -3.9625 -0.9874 -0.1361
H -5.4394 0.8916 0.1498
S -3.5679 2.9618 -0.4934
C -1.6490 2.9515 -0.5996
H -1.3343 2.8618 -1.4242
H -1.5216 4.1915 -0.5217
C -1.0978 2.3525 0.8092
O -1.5947 2.1006 1.7858
N 0.1904 1.8764 0.5941
C 1.1291 2.0498 -0.7572
H 0.5808 2.6598 -1.3250
C 1.0807 0.4962 -1.3160
N 1.6283 -0.2610 -0.0872
C 3.1194 -0.3596 -0.1073
C 3.6375 -1.3508 0.8901
C 5.0643 -1.4087 0.5363
C 5.9978 -0.8275 -0.0495
C 5.3738 -0.1297 -0.9295
C 4.0328 0.4078 -1.0222
H 3.5378 0.9356 -1.5818
H 6.0391 0.5930 -1.5074
H 6.9942 -0.8796 -0.0390
H 5.4428 -2.3287 1.3426
H 3.1009 -1.9697 1.3657
C 0.9123 -0.5013 0.9329
H 1.3378 -1.0822 1.7202
C 0.8328 1.2523 1.5589
H 0.1533 1.0639 2.2134
H 1.7749 1.4518 2.0793
H -0.0691 -0.7190 0.7012
H 1.5609 0.5924 -2.0700
H 0.1944 0.0449 -1.2339
H 1.8860 2.3777 -0.1858
H -1.9197 -3.9764 -0.4202
H -6.4485 -1.8987 0.8036
H -6.1402 -3.3648 0.5492

***

Record 4
11
Properties=species:S:1:pos:R:3 method="wB97M-V/def2-TZVPD" smiles="C#C/C(C)=N/O" homo_lumo_gap_ev=10.231 e_above_lowest_ev=3.543
C 0.4527 0.1590 -1.1166
C -0.1044 -0.2580 0.2176
N 0.4993 -0.9857 1.0817
O 1.7468 -1.3536 0.6143
C -1.3399 0.3705 0.5884
C -2.2200 1.1797 0.7353
H 0.4714 -0.6829 -1.8152
H -0.1654 0.9557 -1.5338
H 1.4782 0.5144 -0.9881
H 2.1089 -1.8638 1.3497
H -2.9276 1.9645 0.8666

***

Record 5
17
Properties=species:S:1:pos:R:3 method="wB97M-V/def2-TZVPD" smiles="C[C@H]1[C@H](CO)N1C=O" homo_lumo_gap_ev=10.441 e_above_lowest_ev=5.619
C -1.5531 1.8371 0.3481
C -0.5140 1.2612 -0.3506
C 0.6200 0.5956 0.2641
C 2.1284 0.4778 -0.1623
C -1.1039 -1.3535 0.2120
H -1.3740 2.9906 0.4013
H -1.6200 1.2645 1.2484
H -2.4797 1.3380 -0.2112
H -0.2847 1.7647 -1.2995
H 0.2921 0.4861 1.3862
H 2.4615 0.9255 -1.2318
H 2.9973 1.2073 0.5088
H 3.4777 -1.0739 0.1612
H -0.5482 -2.0198 1.1858
N -0.3691 -0.2560 -0.5276
O 2.4927 -1.0392 0.1446
O -2.2179 -1.7108 -0.1850

***

Record 6
8
Properties=species:S:1:pos:R:3 method="wB97M-V/def2-TZVPD" homo_lumo_gap_ev=9.117 e_above_lowest_ev=3.365
C -1.0065 -0.3441 0.3005
C 0.0206 0.6111 0.3929
N 0.2544 -0.3794 -0.4022
P -2.4851 -0.8520 0.8074
H 0.2957 1.6088 0.6778
H 2.6709 0.3043 -0.9490
H 2.9328 1.0171 -0.7928
H -2.6828 -1.9660 -0.0345

***

Record 7
8
Properties=species:S:1:pos:R:3 method="wB97M-V/def2-TZVPD" smiles="C=NSC=S" homo_lumo_gap_ev=8.816 e_above_lowest_ev=1.414
C 1.8421 -0.0744 -0.1383
C -1.9134 0.1828 0.0563
H 2.3234 -1.0996 0.1042
H 2.5435 0.7664 -0.1588
H -1.4104 1.1643 0.3773
N 0.6166 0.2069 -0.1019
S -0.6201 -0.9408 -0.0213
S -3.3817 -0.2055 -0.1174

***

Record 8
19
Properties=species:S:1:pos:R:3 method="wB97M-V/def2-TZVPD" homo_lumo_gap_ev=11.356 charge=+1 e_above_lowest_ev=1.201
O -0.7001 -1.6585 0.8311
C -0.2986 -1.5903 -0.2971
C 0.0317 -0.2731 -0.9724
C 1.5459 0.0093 -0.9376
C 2.1896 -0.1210 0.4493
N -0.6515 0.7689 -0.1590
H -0.2209 -2.4894 -0.9250
H -0.3952 -0.2978 -1.9740
H 1.6904 1.0065 -1.3341
H 2.0098 -0.6151 -1.6983
H 1.6354 -0.7395 1.1611
H 3.0901 -0.7148 0.3128
H 2.5422 0.7937 0.9231
H -0.2918 0.6929 0.8091
H -1.6758 0.6500 -0.0235
H -0.4454 1.7401 -0.3918
H -4.0071 0.6712 1.0290
H -2.9495 1.1981 2.0603
O -3.0994 0.9689 1.1370